No. 1
A structure of composition C45H54AsClGeN4O2PRuS4 in a non-equilibrium geometry. Source: the OMol25 dataset; level of theory: ωB97M-V/def2-TZVPD.

Properties
**2S+1**: 6
**LUMO (alpha / beta)**: 0.136 / 0.092 Eh
**HOMO (alpha / beta)**: 1.91 / -2.82 eV
**Frontier orbital gap (alpha / beta)**: 1.787 / 5.311 eV
**Charge**: -2

```
114
C45H54AsClGeN4O2PRuS4 (ωB97M-V/def2-TZVPD)
C 17.8845 15.0659 19.2630
C 21.4590 11.0958 16.0724
C 21.1852 16.9891 14.2414
C 15.6494 17.0531 13.2872
H 16.5460 15.2406 12.7144
Cl 12.9575 14.4948 6.5142
H 12.5609 9.4825 15.3375
H 11.3787 15.3914 14.3783
C 15.9625 15.7215 13.4813
C 19.3649 15.7104 15.1928
H 13.4102 9.0137 11.4638
S 15.2390 13.1518 12.1542
H 13.3545 12.9711 8.9345
H 16.7954 10.1868 14.4906
C 10.3569 15.4459 14.6591
H 16.1854 17.6360 12.5591
C 22.4887 13.0890 16.9575
C 9.5919 13.3509 8.3782
C 20.5448 15.7866 14.4384
H 8.1549 12.0046 10.0770
H 9.3905 12.5089 14.5132
C 7.9675 15.0070 14.1795
H 10.1575 16.5097 14.9318
H 11.8190 11.7881 10.4548
H 16.1512 14.3896 20.5163
As 16.9036 12.8856 10.5415
C 9.2913 16.3533 12.6663
H 13.2228 18.8762 13.2667
H 10.0807 14.4654 6.6228
H 13.9425 8.5012 15.8917
C 13.3352 8.7854 15.0210
H 23.2770 13.5543 17.5667
C 13.5745 9.9404 11.9716
N 11.4559 11.8417 15.3555
C 10.0329 12.6809 9.5259
N 11.4000 12.4202 14.1107
C 20.5415 18.1657 14.5748
C 14.7069 17.6980 14.1106
C 18.4686 15.0171 18.0034
C 10.4995 13.8560 7.4275
C 12.6398 12.7372 13.6952
H 9.4286 11.3308 11.1096
C 20.3448 11.8766 15.7015
C 18.7134 16.8828 15.5492
H 7.1591 15.0064 13.4501
C 12.6845 11.9729 15.7116
H 23.4220 11.1321 17.0217
H 18.2915 15.7571 20.0209
C 11.4257 12.4107 9.6505
O 16.0138 11.2448 17.0058
C 14.5524 15.5709 15.3146
H 13.9244 19.5631 14.8228
H 12.9427 7.8778 14.5782
C 21.4436 13.8784 16.5038
H 9.8431 11.6750 12.9887
N 13.5054 12.5119 14.6870
H 8.4953 16.2695 11.9156
Ru 15.7542 12.7969 14.5090
H 7.6891 15.8149 14.8570
H 7.7933 12.9228 12.1380
C 9.7331 13.7966 12.7180
H 10.3119 14.7601 15.5150
S 17.8567 13.1086 13.9245
H 8.8778 17.1480 13.3260
C 15.6220 7.7209 13.4732
H 15.3292 12.8501 18.8725
H 8.5343 13.6676 8.2420
H 8.3483 14.2380 11.1203
H 16.5380 10.8658 12.8240
C 8.6684 13.3648 11.7015
C 10.0127 12.5862 13.6435
H 20.9224 19.1429 14.2323
C 9.3438 15.1290 13.5132
O 10.9786 14.0004 12.0549
H 12.5600 10.3674 12.1221
H 19.4668 11.3132 15.2812
H 16.1964 7.7018 12.5752
H 18.7534 19.0398 15.4563
H 13.1679 11.6098 16.6032
C 16.1514 13.5045 18.5643
H 21.0438 14.9301 14.0507
C 22.5371 11.6979 16.7338
H 21.6358 14.9412 16.5631
C 9.0808 12.2663 10.6143
C 12.2747 12.9914 8.7395
Ge 14.6021 9.4459 13.6254
H 14.2559 10.6074 11.3188
H 17.8350 16.9248 16.1790
S 15.6567 12.2268 8.9492
C 14.2751 16.9504 15.2168
C 20.3157 13.2416 15.8890
C 16.2184 12.2776 16.3548
H 14.9673 6.8429 13.4873
C 17.8599 14.2221 17.0304
H 7.9184 14.0185 14.7261
H 10.9874 14.7960 11.4859
N 15.3479 14.9591 14.4444
C 14.1451 19.0378 13.8623
H 16.3482 7.6377 14.2741
H 12.8767 13.1640 12.7812
S 17.8305 14.8415 10.3036
H 14.7596 19.6974 13.2508
C 16.6698 13.4691 17.2688
H 10.2281 16.6982 12.1622
H 14.1751 15.0372 16.1702
H 22.1148 17.0881 13.7409
H 19.4485 15.5082 17.7937
C 11.8542 13.7551 7.6116
H 21.5087 10.0622 15.7419
C 19.2701 18.1042 15.2078
P 18.7825 14.0464 15.4841
C 16.0375 10.7348 13.8761
H 13.6093 17.3656 15.9876
C 16.6952 14.3143 19.5358
```

***

No. 2
The ion C4H5F2O2S with charge -1 in a non-equilibrium geometry. Source: the OMol25 dataset; level of theory: ωB97M-V/def2-TZVPD.

Properties
**LUMO**: 0.120 Eh
**HOMO**: -4.47 eV
**Frontier orbital gap**: 7.727 eV
**Charge**: -1

```
14
C4H5F2O2S (ωB97M-V/def2-TZVPD)
F -0.2757 -2.5151 -0.6542
O -0.6802 1.8134 -0.0636
C -1.6474 1.1399 -0.3251
H -2.2045 -0.9287 -0.7255
O -2.8327 1.4410 -0.3329
C -0.2383 -1.1998 0.0188
S 1.5893 -0.7626 -0.2918
C -1.3295 -0.3926 -0.8261
H 2.8811 1.0430 0.2140
H 1.4231 1.3427 1.0478
C 2.1969 0.5487 0.7975
F -0.5057 -1.5294 1.2744
H 2.6225 0.3397 1.7445
H -0.9990 -0.3400 -1.8779
```

***

No. 3
A structure of composition C13H10BrN2O3Pt. Source: the OMol25 dataset; level of theory: ωB97M-V/def2-TZVPD.

Properties
**LUMO**: 0.079 Eh
**HOMO**: -2.55 eV
**Frontier orbital gap**: 4.684 eV
**Charge**: -1

```
30
C13H10BrN2O3Pt (ωB97M-V/def2-TZVPD)
C -5.0932 2.7562 1.5238
H -7.3295 2.7032 0.6718
H -3.7448 1.8047 -1.4419
C 0.7399 -3.7488 -1.8388
N -1.5356 1.1513 -0.0239
H -2.2236 -1.4832 -2.4806
C -6.3104 3.3267 2.1675
C -1.4589 -0.0374 -0.4005
C -2.7470 1.6632 0.4548
C -3.9956 2.4948 2.3368
C -1.4071 -2.1619 -2.2740
C -0.3373 -1.8022 -1.4573
H -2.1703 -3.7179 -3.5303
O -6.3315 3.7782 3.2788
H -2.2697 -0.7690 -0.3486
O -0.2821 -0.5510 -0.8452
Pt 1.6369 0.5289 -0.5586
C -3.8369 1.9644 -0.3750
H 1.6249 -4.3430 -1.6385
C -0.2694 -4.2280 -2.6603
H -1.9721 1.7619 2.4383
N 0.7072 -2.5625 -1.2440
O -7.4747 3.2118 1.4774
Br 3.6829 1.6869 -0.2432
H -4.0722 2.7247 3.3910
C -4.9941 2.4959 0.1560
H -0.1937 -5.2027 -3.1213
C -2.8323 1.9585 1.8128
H -5.8008 2.7433 -0.5264
C -1.3638 -3.4053 -2.8795
```

***

No. 4
A structure of composition C27H26N4O3Pd in a non-equilibrium geometry. Source: the OMol25 dataset; level of theory: ωB97M-V/def2-TZVPD.

Properties
**LUMO (alpha / beta)**: -0.015 / -0.015 Eh
**HOMO (alpha / beta)**: -7.15 / -7.12 eV
**Frontier orbital gap (alpha / beta)**: 6.750 / 6.703 eV

```
61
C27H26N4O3Pd (ωB97M-V/def2-TZVPD)
H -3.3890 -3.5237 0.6126
H 5.7925 5.1327 1.0863
C -0.9823 -1.4830 3.3382
H -3.1920 1.8412 0.7135
H 5.0599 1.5863 -1.2168
H 3.2457 -5.6465 -0.2455
C 2.4742 -3.6728 0.0993
H -4.7784 -0.8267 -1.6558
O 0.3610 -0.4586 -1.5023
N -1.3591 2.2476 -0.1040
H -3.1078 -1.8355 3.5539
H -2.3628 0.2967 -2.0285
C -2.5761 -3.8448 -0.0382
H 1.4324 -1.7991 0.3227
H -0.9066 5.0022 0.1430
H 3.3649 -3.3252 0.6056
C -1.8271 3.3564 -0.9044
C 2.4142 -4.9697 -0.3911
C 1.4017 -2.8108 -0.0571
H 1.0433 -0.8981 2.9724
C -0.0020 -0.7388 2.7393
H -4.7250 -2.5754 -1.9225
C -2.6728 -0.2487 2.1865
C 3.3245 2.7941 -0.8901
C -2.3419 -1.2500 3.0620
C -4.3710 -1.7640 -1.2853
H -0.6481 -4.8566 -1.8303
H 1.3473 5.4429 0.1544
O 0.6517 0.9907 1.3056
C 0.2158 -4.5329 -1.2637
C 4.7082 2.5009 -0.7570
C -2.8858 -1.6928 -1.2793
C -2.1255 1.5888 0.6816
H 3.4187 5.7489 0.8491
O 2.5774 1.9758 -1.5559
H -2.9115 -4.6912 -0.6397
C -0.2985 0.3060 1.8088
N -2.1350 -2.7451 -0.8701
N -0.8086 -2.3495 -0.8953
N 0.5369 3.9174 -0.9504
C 3.7917 4.8327 0.4030
H 1.2504 -6.3889 -1.5001
H -3.7193 -0.0451 1.9753
H -1.7524 -4.1716 0.5903
H -4.7525 -1.9275 -0.2752
H -2.8061 3.7201 -0.5742
H -0.7081 -2.2563 4.0465
C 0.2658 -3.2485 -0.7301
H -0.9784 5.2049 -1.6186
C 5.5684 3.3176 -0.0703
C 2.8764 4.0251 -0.3028
H 6.6139 3.0461 0.0119
C 1.2877 -5.3914 -1.0819
C -2.0717 -0.6586 -1.6306
C -1.6945 0.5360 1.5473
C -0.7952 4.4848 -0.8161
C 5.1126 4.4990 0.5333
C -0.7210 -1.0460 -1.3639
H -1.8984 3.0321 -1.9481
Pd 0.6425 1.7532 -0.7864
C 1.5248 4.4929 -0.3612
```

***

Energy above the lowest of the compared OMol25 structures with the same formula, charge and spin readings, ordered: 2.614, 0.000, 1.468, 2.121 eV